No. 1
ORCA calculation (the ωB97M-V functional and the def2-TZVPD basis) on C19H14F6N2O5S3Zn as an isolated structure.

Computed properties:
HOMO-LUMO gap	8.82	eV
highest occupied orbital energy	-8.9	eV
LUMO level	-0.07	eV
multiplicity	1
total energy	-4791.17986	Eh

Last column: Löwdin charge in e.
Cartesian coordinates (Å):
Zn  0.233759  0.860182  1.768778  0.65
F  -1.485643  4.017470  5.862562  0.16
C  -0.903962  3.955363  4.672983  -0.69
F  -1.799266  4.180138  3.723073  0.16
F  0.057869  4.871551  4.600678  0.15
S  -0.120797  2.303103  4.459548  0.66
O  0.466975  2.377644  3.107042  -0.33
O  0.802553  2.116969  5.529622  -0.23
N  -1.424448  1.424073  4.495330  -0.28
S  -1.444459  -0.116166  4.232135  0.64
O  -0.525208  -0.495108  3.143630  -0.36
O  -2.775136  -0.606442  4.172945  -0.23
C  -0.664371  -0.932874  5.711031  -0.68
F  -1.050037  -2.204119  5.741502  0.15
F  -1.061555  -0.325471  6.820619  0.16
F  0.661464  -0.884407  5.632050  0.15
N  -2.861381  1.464176  -7.647519  0.15
C  -2.531151  1.426330  -6.547504  -0.19
C  -2.118176  1.373709  -5.169022  -0.24
C  -2.653751  0.408717  -4.319725  -0.03
C  -2.246246  0.351482  -3.000086  -0.03
C  -1.300963  1.256035  -2.508509  -0.25
C  -0.775064  2.224223  -3.369419  -0.02
C  -1.179401  2.284684  -4.689052  -0.02
C  -0.853126  1.163576  -1.151377  -0.14
C  -0.507436  1.034747  0.002511  -0.04
H  -3.385615  -0.291669  -4.698952  0.12
H  -2.655781  -0.396132  -2.334284  0.12
H  -0.045343  2.925505  -2.988669  0.12
H  -0.771127  3.032303  -5.355333  0.12
C  0.285432  -2.515522  -3.943323  -0.03
C  0.807007  -2.287420  -2.552615  -0.25
C  0.484752  -3.151972  -1.512051  -0.03
C  0.946425  -2.919269  -0.223786  -0.07
C  1.755429  -1.819917  0.010478  -0.42
C  2.090318  -0.938547  -1.010848  -0.07
C  1.615108  -1.181295  -2.283808  -0.03
S  2.257043  -1.477620  1.673072  0.99
C  4.020956  -1.652751  1.518310  -0.22
O  2.098866  0.032775  1.850119  -0.55
H  -0.444726  -3.322718  -3.967252  0.08
H  1.098313  -2.774618  -4.623988  0.09
H  -0.187409  -1.611184  -4.329399  0.07
H  -0.155533  -4.003874  -1.703373  0.12
H  0.659371  -3.573541  0.590219  0.11
H  2.672554  -0.051614  -0.797216  0.12
H  1.847848  -0.485721  -3.081361  0.12
H  4.372736  -0.986601  0.732667  0.06
H  4.237188  -2.692806  1.278133  0.07
H  4.455144  -1.385377  2.479433  0.06

Atoms 1-6, force components in eV/Å:
Zn 0.2 -0.1 -0.2
F 0.0 0.0 -0.1
C 0.0 0.1 0.0
F 0.0 0.0 0.0
F -0.1 0.0 0.0
S 0.1 0.0 -0.3

---

No. 2
ORCA calculation (the ωB97M-V functional and the def2-TZVPD basis) on C19H14FGdN2O2S5 as an isolated structure.

Computed properties:
HOMO-LUMO gap (alpha / beta)	3.43 / 5.97	eV
highest occupied orbital energy (alpha / beta)	0.9 / -1.8	eV
total charge	-2
LUMO level (alpha / beta)	4.31 / 4.20	eV
multiplicity	8
total energy	-3848.99359	Eh
energy above the lowest of the compared OMol25 structures with the same formula, charge and spin	317.0	kJ/mol

Last column: Löwdin charge in e.
Cartesian coordinates (Å):
Gd  -0.279430  -0.536408  -0.584240  1.33
O  1.683330  -1.538381  -0.345781  -0.28
C  2.176349  -2.220841  0.621214  -0.37
C  2.641892  -3.548804  0.410008  0.00
C  3.208228  -4.275381  1.427065  -0.11
C  3.352978  -3.740872  2.720977  -0.14
C  2.894809  -2.463734  2.949828  -0.08
C  2.302813  -1.696639  1.936974  -0.15
C  1.789766  -0.385972  2.281875  -0.11
N  1.152769  0.414513  1.521901  -0.03
C  0.629947  1.623963  2.124275  -0.23
C  -0.885142  1.641160  1.965667  -0.24
N  -1.220848  1.646497  0.554647  -0.04
C  -1.947116  2.598790  0.118402  -0.11
C  -2.386248  2.777095  -1.247530  -0.15
C  -2.951635  4.007203  -1.612870  -0.09
C  -3.350688  4.268276  -2.903359  -0.14
C  -3.181132  3.254548  -3.867272  -0.11
C  -2.653746  2.031494  -3.540300  -0.01
C  -2.249656  1.726873  -2.205434  -0.38
O  -1.808583  0.572457  -1.901082  -0.26
H  2.516967  -3.955280  -0.586123  0.12
H  3.544799  -5.287939  1.229316  0.09
H  3.802315  -4.323026  3.515407  0.08
H  2.976090  -2.027359  3.942551  0.10
H  1.963268  -0.088307  3.328242  0.12
H  1.044563  2.492662  1.603050  0.11
H  0.894620  1.703235  3.189204  0.10
H  -1.308262  2.505461  2.497678  0.10
H  -1.283478  0.721259  2.402250  0.11
H  -2.268797  3.381480  0.823187  0.12
H  -3.059264  4.770794  -0.846134  0.10
H  -3.774998  5.226765  -3.173829  0.08
H  -3.471802  3.446393  -4.895314  0.09
H  -2.516280  1.252772  -4.279949  0.12
S  1.065945  -4.044083  -7.409714  0.21
C  0.796337  -3.256364  -5.938223  -1.59
S  1.417835  -1.666400  -5.544858  0.74
C  0.703886  -1.492130  -3.957144  -1.16
C  -0.079991  -2.580776  -3.529254  -1.14
S  -0.932596  -2.781654  -2.055991  0.50
S  -0.196155  -3.912193  -4.650585  0.75
S  1.055653  -0.051821  -3.129759  0.52
F  -1.266310  -1.414723  1.019527  -0.57

Atoms 1-6, force components in eV/Å:
Gd -0.3 0.6 -0.3
O 0.5 -0.4 0.3
C 0.1 0.0 -0.1
C 0.1 0.0 0.0
C 0.0 0.0 0.0
C 0.0 0.0 -0.1

---

No. 3
ORCA calculation (the ωB97M-V functional and the def2-TZVPD basis) on C19H15BF2NO4SbSe4SiTc as an isolated structure.

Computed properties:
HOMO-LUMO gap (alpha / beta)	5.24 / 5.20	eV
highest occupied orbital energy (alpha / beta)	-11.1 / -11.1	eV
total charge	+1
LUMO level (alpha / beta)	-5.88 / -5.91	eV
multiplicity	1
total energy	-11529.39323	Eh
energy above the lowest of the compared OMol25 structures with the same formula, charge and spin	79.8	kJ/mol

Last column: Löwdin charge in e.
Cartesian coordinates (Å):
Tc  0.936814  0.194595  -0.508845  0.67
O  0.183011  1.931892  0.088750  -0.18
C  -0.560782  2.461718  0.921118  -0.08
C  -1.230553  1.678996  1.913745  -0.12
C  -1.673910  2.326500  3.064607  0.08
C  -2.134928  1.565900  4.103160  -0.11
C  -2.134990  0.187628  4.051923  0.08
C  -1.729720  -0.460990  2.889620  0.04
C  -1.320288  0.281134  1.806241  -0.26
O  -1.070606  -0.360834  0.589571  -0.31
N  -2.628267  2.255271  5.328728  -0.34
O  -3.101487  1.558124  6.201721  0.11
O  -2.535526  3.467290  5.352823  0.10
H  -0.624034  3.554949  0.937220  0.17
H  -1.632640  3.406936  3.157293  0.15
H  -2.466410  -0.374791  4.917727  0.14
H  -1.751784  -1.539826  2.825607  0.13
Se  5.329803  -2.606054  -0.868405  0.03
Sb  3.588119  -2.005649  0.573663  -0.11
Se  1.339383  -2.042930  -0.866326  0.35
Se  3.065896  0.699105  0.001508  0.40
Se  2.952843  -2.212603  2.822451  0.00
F  0.108694  0.816370  -3.134590  0.17
B  1.270163  0.427238  -2.580039  -0.81
F  2.331571  0.274105  -3.328373  0.21
C  -1.992664  -2.405957  -4.534390  -0.05
C  -2.497834  -1.123335  -4.367866  -0.06
C  -2.614371  -0.590545  -3.090679  -0.11
C  -2.233332  -1.335152  -1.968313  -0.30
C  -1.759355  -2.642152  -2.152344  -0.14
C  -1.626024  -3.168894  -3.426538  -0.06
Si  -2.601874  -0.652473  -0.327597  0.73
C  -3.656301  -1.720668  0.716297  -0.28
C  -3.208654  -2.969110  1.168946  -0.11
C  -4.021820  -3.763216  1.965035  -0.06
C  -5.297600  -3.319359  2.318961  -0.06
C  -5.763602  -2.092680  1.865292  -0.06
C  -4.945474  -1.295696  1.066922  -0.08
H  -1.893152  -2.820745  -5.532278  0.12
H  -2.800340  -0.539156  -5.228820  0.12
H  -3.004469  0.417085  -2.971213  0.10
H  -1.503514  -3.262223  -1.303703  0.08
H  -1.250115  -4.178947  -3.558639  0.12
H  -3.113066  0.731721  -0.430789  0.06
H  -2.212664  -3.326785  0.915077  0.11
H  -3.666891  -4.731677  2.307790  0.11
H  -5.926788  -3.935025  2.951786  0.11
H  -6.761964  -1.755792  2.129092  0.11
H  -5.320547  -0.335341  0.717098  0.10

Atoms 1-6, force components in eV/Å:
Tc 0.8 -1.5 -0.2
O -0.4 1.3 0.2
C 0.4 -0.1 -0.2
C -0.2 0.1 0.1
C 0.1 0.3 -0.2
C -0.2 0.1 0.5

---

No. 4
ORCA calculation (the ωB97M-V functional and the def2-TZVPD basis) on C19H15BF7N6OSTi as an isolated structure.

Computed properties:
HOMO-LUMO gap (alpha / beta)	7.47 / 8.24	eV
highest occupied orbital energy (alpha / beta)	-8.0 / -8.8	eV
LUMO level (alpha / beta)	-0.48 / -0.52	eV
multiplicity	2
total energy	-3108.46342	Eh
energy above the lowest of the compared OMol25 structures with the same formula, charge and spin	45.3	kJ/mol

Last column: Löwdin charge in e.
Cartesian coordinates (Å):
Ti  -0.492749  -0.197402  1.012395  0.80
F  4.734432  -2.206912  -3.545420  0.14
C  3.620948  -2.147326  -2.821929  -0.14
C  3.636853  -1.601661  -1.556506  -0.14
F  4.771542  -1.115031  -1.058496  0.13
C  2.474545  -1.567446  -0.810246  -0.24
F  2.547717  -1.008503  0.400408  0.08
C  1.270051  -2.082081  -1.270118  -0.48
S  -0.218712  -2.211896  -0.320332  0.71
C  1.289540  -2.578639  -2.568389  -0.24
F  0.161842  -3.037996  -3.126362  0.07
C  2.434954  -2.621251  -3.334954  -0.14
F  2.400462  -3.111672  -4.576825  0.13
B  0.974401  1.829170  3.121427  -0.37
N  1.380880  2.122001  1.635453  -0.06
C  2.301721  2.930856  1.111828  -0.06
C  2.307373  2.772531  -0.270624  -0.04
C  1.325296  1.821509  -0.508731  -0.13
N  0.767211  1.425101  0.647519  -0.09
N  1.288270  0.315162  3.369646  -0.06
C  2.192742  -0.271620  4.152267  -0.06
C  2.067011  -1.650145  4.034975  -0.04
C  1.029470  -1.825853  3.132368  -0.13
N  0.553236  -0.636802  2.727328  -0.09
H  1.630954  2.514859  3.865467  0.08
H  -0.225099  1.977345  3.200604  0.07
H  2.895205  3.570334  1.748139  0.13
H  2.929890  3.281244  -0.990456  0.10
H  0.997548  1.399459  -1.445200  0.12
H  2.867949  0.324449  4.747118  0.13
H  2.650227  -2.409067  4.531902  0.10
H  0.599570  -2.734214  2.751336  0.11
F  -3.289794  -1.108834  1.250032  -0.08
C  -2.189037  -0.802624  2.073842  -0.36
F  -2.464529  0.497950  2.574655  -0.09
H  -2.290342  -1.480665  2.911956  0.09
N  -3.726728  -1.198323  -3.536841  0.19
C  -4.195677  0.006544  -3.129139  -0.49
O  -5.163884  0.541487  -3.633563  0.07
C  -3.450837  0.695460  -2.015164  -0.09
C  -3.876118  1.953470  -1.626733  0.03
C  -3.206892  2.594565  -0.607548  -0.01
C  -2.137379  1.961015  -0.003244  -0.10
N  -1.725703  0.735993  -0.354136  -0.07
C  -2.388538  0.128794  -1.348602  -0.07
H  -4.247708  -1.675108  -4.250359  0.12
H  -2.969986  -1.686244  -3.094615  0.09
H  -4.724160  2.398000  -2.132448  0.13
H  -3.499604  3.580858  -0.273789  0.12
H  -1.595672  2.445666  0.793648  0.12
H  -2.022692  -0.856510  -1.583543  0.05

Atoms 1-6, force components in eV/Å:
Ti 1.1 -1.4 0.1
F 0.1 0.0 -0.1
C 0.2 0.0 -0.1
C 0.0 0.0 0.1
F 0.1 0.0 0.0
C 0.0 0.0 0.1

---

These records have strongest force on any atom values of 0.3; 0.7; 1.7; 1.8 eV Å⁻¹, in the order they appear.